Entry 1:
A molecular structure, C29H20ClF5PSTi in a non-equilibrium geometry. Source: the Open Molecules 2025 dataset; level of theory: wB97M-V/def2-TZVPD.

```
! wB97M-V def2-TZVPD RIJCOSX def2/J DEFGRID3
* xyz 1 1
C -0.610 -1.518 2.678
C -0.653 -2.069 1.368
C 0.702 -2.234 0.898
H -1.557 -2.378 0.843
C 1.585 -1.846 1.960
C 0.782 -1.382 3.061
H 1.156 -1.116 4.049
H -1.477 -1.302 3.294
H 1.003 -2.650 -0.063
H 2.668 -1.960 1.973
Ti 0.464 0.003 1.387
Cl 2.456 1.049 1.412
P 0.205 0.079 -1.088
C 1.321 -1.039 -2.066
C 0.889 -1.701 -3.228
H -0.168 -1.750 -3.476
C 1.807 -2.271 -4.114
H 1.443 -2.711 -5.044
C 3.167 -2.262 -3.812
H 3.883 -2.696 -4.512
C 3.603 -1.711 -2.601
H 4.661 -1.733 -2.351
C 2.686 -1.124 -1.719
H 3.032 -0.700 -0.774
C -1.395 -0.320 -1.934
C -2.002 -1.569 -1.692
H -1.512 -2.301 -1.048
C -3.203 -1.918 -2.307
H -3.721 -2.833 -2.014
C -3.732 -1.101 -3.312
H -4.633 -1.402 -3.842
C -3.099 0.109 -3.622
H -3.478 0.729 -4.434
C -1.984 0.527 -2.889
H -1.548 1.506 -3.096
C 0.645 1.688 -1.876
C 1.360 1.762 -3.081
H 1.831 0.874 -3.497
C 1.447 2.966 -3.786
H 1.949 2.984 -4.754
C 0.881 4.126 -3.256
H 0.930 5.062 -3.814
C 0.266 4.086 -2.000
H -0.157 4.996 -1.578
C 0.179 2.884 -1.292
H -0.271 2.856 -0.295
F -1.338 0.490 8.674
C -1.174 0.775 7.368
C 0.060 1.204 6.875
F 1.101 1.319 7.723
C 0.234 1.406 5.505
F 1.470 1.716 5.037
C -0.814 1.206 4.584
S -0.712 1.549 2.867
C -2.024 0.732 5.110
F -2.997 0.376 4.231
C -2.221 0.531 6.471
F -3.388 0.003 6.899
*
```

Values from the calculation:
Calculated total energy: -3665.43335 Eh
Highest occupied orbital energy: -11.835 eV
Orbital gap: 0.258 hartree

Here are the Mulliken charges for atoms 1 to 2, given in e: atom 1 (C): -0.631, atom 2 (C): -0.101

***

Entry 2:
A molecular structure, C29H20IN2P2RuS4 in a non-equilibrium geometry. Source: the Open Molecules 2025 dataset; level of theory: wB97M-V/def2-TZVPD.

```
! wB97M-V def2-TZVPD RIJCOSX def2/J DEFGRID3
* xyz -2 6
Ru -0.096 -0.727 -0.816
S 0.181 0.045 2.184
P -1.526 0.468 1.271
C -1.534 0.794 -0.453
P -0.647 2.230 -0.927
S 1.093 2.764 -0.194
C -1.839 3.632 -0.739
C -1.536 4.776 -0.015
C -2.488 5.776 0.145
C -3.749 5.634 -0.411
C -4.059 4.491 -1.137
C -3.111 3.496 -1.297
C -0.587 2.212 -2.759
C -1.106 1.191 -3.543
C -0.983 1.248 -4.925
C -0.348 2.323 -5.525
C 0.162 3.355 -4.746
C 0.038 3.299 -3.369
C -2.342 1.802 2.233
C -3.715 2.009 2.145
C -4.313 3.031 2.865
C -3.545 3.855 3.675
C -2.173 3.670 3.745
C -1.570 2.654 3.018
C -2.713 -0.911 1.477
C -2.684 -1.667 2.646
C -3.492 -2.785 2.775
C -4.344 -3.152 1.742
C -4.399 -2.384 0.588
C -3.581 -1.271 0.452
H -0.542 4.868 0.405
H -2.248 6.667 0.715
H -4.499 6.404 -0.267
H -5.046 4.376 -1.572
H -3.338 2.600 -1.865
H -1.595 0.344 -3.077
H -1.372 0.441 -5.534
H -0.233 2.354 -6.603
H 0.669 4.192 -5.214
H 0.451 4.074 -2.734
H -4.313 1.355 1.519
H -5.384 3.183 2.795
H -4.018 4.650 4.242
H -1.565 4.323 4.362
H -0.500 2.496 3.062
H -1.994 -1.386 3.432
H -3.436 -3.394 3.671
H -4.946 -4.049 1.822
H -5.057 -2.673 -0.223
H -3.577 -0.696 -0.464
S -1.686 -2.252 -2.241
C -1.640 -3.748 -1.377
C -2.449 -4.783 -1.922
N -3.124 -5.597 -2.385
C -0.919 -3.969 -0.235
S 0.076 -2.799 0.558
C -0.995 -5.234 0.414
N -1.043 -6.248 0.963
I 1.987 -0.654 -2.429
*
```

Values from the calculation:
Energy above the lowest of the compared OMol25 structures with the same formula, charge and spin: 10.0 kcal per mole
Calculated total energy: -3894.76952 Eh
Highest occupied orbital energy (alpha / beta): -1.653 / -1.942 eV
Orbital gap (alpha / beta): 0.219 / 0.223 hartree

Here are the Mulliken charges for atoms 1 to 2, given in e: atom 1 (Ru): -0.167, atom 2 (S): -0.343

***

Entry 3:
A molecular structure, C29H21BrN2OS2V in a non-equilibrium geometry. Source: the Open Molecules 2025 dataset; level of theory: wB97M-V/def2-TZVPD.

```
! wB97M-V def2-TZVPD RIJCOSX def2/J DEFGRID3
* xyz 1 1
V 0.483 0.227 -0.455
Br 7.089 -2.551 -1.935
C 5.455 -1.637 -1.800
C 4.764 -1.297 -2.964
C 3.558 -0.620 -2.899
C 3.051 -0.312 -1.648
O 1.884 0.374 -1.524
C 3.726 -0.640 -0.474
C 3.219 -0.211 0.807
N 2.029 0.223 1.024
C 1.714 0.754 2.309
C 2.365 0.509 3.484
C 1.956 1.171 4.662
C 0.918 2.058 4.639
C 0.209 2.293 3.436
C -0.901 3.164 3.344
C -1.558 3.278 2.158
C -1.128 2.512 1.058
N -0.077 1.722 1.085
C 0.603 1.616 2.276
C 4.958 -1.297 -0.558
H 5.179 -1.562 -3.926
H 3.018 -0.337 -3.791
H 3.932 -0.221 1.629
H 3.184 -0.194 3.542
H 2.477 0.967 5.587
H 0.610 2.573 5.539
H -1.218 3.716 4.219
H -2.420 3.919 2.042
H -1.690 2.537 0.142
H 5.511 -1.542 0.339
S -0.916 -0.888 0.957
C -1.389 -2.438 0.332
C -2.268 -3.286 1.009
C -2.629 -4.477 0.414
C -2.131 -4.828 -0.846
C -1.270 -3.989 -1.521
C -0.896 -2.785 -0.918
S 0.208 -1.668 -1.657
H -2.658 -3.009 1.979
H -3.307 -5.146 0.927
H -2.424 -5.767 -1.295
H -0.886 -4.253 -2.497
C -0.640 1.418 -1.770
C -2.134 1.444 -1.844
C -2.792 2.666 -1.992
C -4.173 2.719 -2.131
C -4.914 1.549 -2.125
C -4.270 0.326 -1.989
C -2.892 0.274 -1.852
H -0.194 2.407 -1.634
H -0.215 0.969 -2.667
H -2.216 3.585 -2.018
H -4.663 3.676 -2.252
H -5.990 1.586 -2.232
H -4.841 -0.593 -1.987
H -2.402 -0.683 -1.737
*
```

Values from the calculation:
Energy above the lowest of the compared OMol25 structures with the same formula, charge and spin: 2.4 kcal per mole
Calculated total energy: -5616.69249 Eh
Highest occupied orbital energy: -10.914 eV
Orbital gap: 0.248 hartree

Here are the Mulliken charges for atoms 1 to 2, given in e: atom 1 (V): 0.066, atom 2 (Br): -0.149

***

Entry 4:
2 unconnected molecules or ions with the total composition C29H21F5N2O3 in a non-equilibrium geometry. Source: the Open Molecules 2025 dataset; level of theory: wB97M-V/def2-TZVPD.

```
! wB97M-V def2-TZVPD RIJCOSX def2/J DEFGRID3
* xyz 0 1
C 2.705 -0.003 -4.432
N 1.331 0.331 -4.115
C 0.318 0.342 -5.063
C -0.805 0.766 -4.442
N -0.491 0.985 -3.102
C -1.435 1.499 -2.139
C -1.928 2.781 -2.324
F -1.427 3.523 -3.343
C -2.830 3.353 -1.430
F -3.280 4.611 -1.625
C -3.211 2.639 -0.295
F -4.040 3.199 0.609
C -2.706 1.355 -0.076
F -2.979 0.705 1.077
C -1.880 0.772 -1.037
F -1.495 -0.514 -0.891
C 0.819 0.717 -2.917
C 1.586 0.802 -1.669
C 0.986 1.671 -0.643
C 1.023 1.348 0.669
C 0.499 2.249 1.685
C 0.637 1.914 3.049
C 0.024 2.670 4.037
C -0.715 3.809 3.683
C -0.794 4.206 2.344
C -0.159 3.457 1.352
O 2.654 0.182 -1.567
H 3.304 0.110 -3.527
H 2.764 -1.039 -4.786
H 3.068 0.663 -5.227
H 0.485 0.063 -6.089
H -1.791 0.944 -4.830
H 0.638 2.636 -1.026
H 1.477 0.405 0.993
H 1.236 1.034 3.286
H 0.125 2.365 5.078
H -1.220 4.386 4.456
H -1.353 5.103 2.061
H -0.173 3.811 0.317
C 2.297 -1.541 4.186
C 2.165 -1.444 2.679
C 0.850 -1.638 2.137
C 0.654 -2.119 0.780
C 0.009 -3.480 0.624
C -0.298 -4.336 1.690
C -0.980 -5.537 1.468
C -1.312 -5.930 0.166
C -0.942 -5.113 -0.914
C -0.299 -3.898 -0.684
O 0.941 -1.478 -0.239
O 3.141 -1.189 1.951
H 1.725 -2.392 4.573
H 3.348 -1.677 4.444
H 1.945 -0.629 4.683
H -0.009 -1.683 2.809
H 0.017 -4.046 2.693
H -1.230 -6.173 2.318
H -1.830 -6.875 -0.009
H -1.137 -5.425 -1.940
H -0.022 -3.251 -1.518
*
```

Values from the calculation:
Calculated total energy: -1952.08852 Eh
Highest occupied orbital energy: -5.750 eV
Orbital gap: 0.156 hartree

Here are the Mulliken charges for atoms 1 to 2, given in e: atom 1 (C): -0.870, atom 2 (N): 0.166

***

Entry 5:
A molecular structure, C29H21F6N2O2S3V. Source: the Open Molecules 2025 dataset; level of theory: wB97M-V/def2-TZVPD.

```
! wB97M-V def2-TZVPD RIJCOSX def2/J DEFGRID3
* xyz 1 2
V 0.396 0.924 -0.181
C -0.506 1.237 5.271
C -1.144 1.573 4.087
C -0.506 1.349 2.877
C 0.762 0.782 2.870
C 1.416 0.446 4.051
C 0.769 0.681 5.251
N 1.350 0.543 1.595
N 2.439 -0.057 1.536
C 2.912 -0.245 0.221
C 4.142 -0.866 0.062
C 4.641 -1.008 -1.226
C 3.918 -0.527 -2.307
C 2.675 0.088 -2.134
C 2.162 0.231 -0.862
H -0.999 1.412 6.217
H -2.133 2.010 4.102
H -1.009 1.624 1.954
H 2.404 0.013 4.021
H 1.261 0.428 6.180
H 4.686 -1.215 0.930
H 5.597 -1.487 -1.386
H 4.321 -0.630 -3.306
H 2.128 0.442 -2.998
O -0.471 -0.526 -0.268
C -1.000 -1.895 -0.517
C 0.011 -2.798 0.141
C 0.929 -3.658 -0.389
C 1.764 -4.248 0.595
C 1.464 -3.822 1.852
S 0.150 -2.737 1.862
C -2.335 -1.942 0.192
C -3.086 -0.905 0.661
C -4.315 -1.336 1.229
C -4.466 -2.686 1.165
S -3.124 -3.447 0.432
C -1.163 -1.992 -2.006
C -2.349 -1.844 -2.672
C -2.199 -1.814 -4.079
C -0.896 -1.915 -4.458
S 0.148 -2.075 -3.121
H 1.005 -3.897 -1.437
H 2.540 -4.966 0.375
H 1.928 -4.120 2.779
H -2.788 0.131 0.593
H -5.049 -0.673 1.660
H -5.293 -3.281 1.516
H -3.300 -1.761 -2.166
H -3.019 -1.720 -4.775
H -0.496 -1.932 -5.459
C -0.001 5.051 -0.701
C -0.244 3.649 -1.230
O 0.415 2.685 -0.461
C -1.742 3.291 -1.152
F -2.516 4.119 -1.835
F -2.134 3.307 0.134
F -1.959 2.034 -1.595
C 0.300 3.497 -2.666
F 1.587 3.839 -2.705
F 0.213 2.218 -3.082
F -0.370 4.258 -3.529
H -0.366 5.120 0.321
H -0.517 5.785 -1.318
H 1.065 5.262 -0.711
*
```

Values from the calculation:
Energy above the lowest of the compared OMol25 structures with the same formula, charge and spin: 0.0 kcal per mole
Calculated total energy: -4115.25467 Eh
Highest occupied orbital energy (alpha / beta): -11.278 / -11.282 eV
Orbital gap (alpha / beta): 0.241 / 0.245 hartree

Here are the Mulliken charges for atoms 1 to 2, given in e: atom 1 (V): -0.187, atom 2 (C): -0.480

***

Entry 6:
A molecular structure, C29H21FeINO4P. Source: the Open Molecules 2025 dataset; level of theory: wB97M-V/def2-TZVPD.

```
! wB97M-V def2-TZVPD RIJCOSX def2/J DEFGRID3
* xyz 3 6
Fe -1.618 -0.745 0.292
O -2.490 2.119 3.215
C -2.463 1.267 2.242
O -1.458 0.654 1.867
C -3.760 1.023 1.550
C -4.979 1.645 1.761
C -6.051 1.227 0.976
C -5.880 0.192 0.056
C -4.623 -0.379 -0.052
N -3.598 0.060 0.660
C -4.165 -1.549 -0.875
O -4.954 -2.256 -1.616
O -2.970 -1.843 -0.818
H -1.617 2.225 3.634
H -5.091 2.419 2.508
H -7.021 1.694 1.088
H -6.717 -0.135 -0.549
H -5.888 -1.996 -1.582
I -1.196 0.643 -2.068
C 0.483 0.039 -3.207
C 0.171 -0.059 -4.530
C 1.195 -0.309 -5.469
C 2.477 -0.415 -5.036
C 2.802 -0.319 -3.659
C 4.159 -0.424 -3.266
C 4.536 -0.343 -1.960
C 3.547 -0.189 -0.978
C 2.211 -0.094 -1.312
P 1.173 -0.020 0.133
C 1.237 -1.521 1.051
C 1.687 -2.713 0.440
C 1.697 -3.885 1.164
C 1.235 -3.900 2.482
C 0.752 -2.739 3.087
C 0.732 -1.554 2.379
C 1.511 1.412 1.129
C 1.018 2.659 0.729
C 1.341 3.787 1.461
C 2.150 3.677 2.590
C 2.645 2.440 2.986
C 2.322 1.301 2.266
C 1.790 -0.115 -2.676
H -0.845 0.068 -4.879
H 0.948 -0.391 -6.518
H 3.281 -0.576 -5.742
H 4.904 -0.565 -4.040
H 5.577 -0.408 -1.674
H 3.851 -0.154 0.063
H 2.051 -2.698 -0.580
H 2.068 -4.796 0.713
H 1.248 -4.827 3.041
H 0.405 -2.767 4.111
H 0.375 -0.646 2.845
H 0.406 2.754 -0.161
H 0.975 4.757 1.149
H 2.406 4.562 3.157
H 3.296 2.364 3.847
H 2.722 0.343 2.573
*
```

Values from the calculation:
Energy above the lowest of the compared OMol25 structures with the same formula, charge and spin: 0.0 kcal per mole
Calculated total energy: -3375.25572 Eh
Highest occupied orbital energy (alpha / beta): -16.363 / -16.369 eV
Orbital gap (alpha / beta): 0.246 / 0.187 hartree

Here are the Mulliken charges for atoms 1 to 2, given in e: atom 1 (Fe): 0.669, atom 2 (O): -0.376

***

Entry 7:
A molecular structure, C29H22AsF6NNiO2P in a non-equilibrium geometry. Source: the Open Molecules 2025 dataset; level of theory: wB97M-V/def2-TZVPD.

```
! wB97M-V def2-TZVPD RIJCOSX def2/J DEFGRID3
* xyz -2 2
Ni -1.440 0.557 -0.586
O -3.524 1.654 2.817
C -2.914 1.156 1.867
O -2.161 1.744 1.051
C -3.051 -0.360 1.660
C -3.618 -1.139 2.652
C -3.678 -2.515 2.509
C -3.201 -3.057 1.305
C -2.681 -2.214 0.354
N -2.566 -0.887 0.507
H -3.981 -0.635 3.535
H -4.067 -3.149 3.294
H -3.234 -4.125 1.127
H -2.330 -2.620 -0.587
C 2.657 3.563 2.508
C 2.875 2.262 2.940
C 2.244 1.205 2.319
C 1.372 1.431 1.249
C 1.175 2.742 0.806
C 1.804 3.795 1.434
P 0.539 0.103 0.317
C 0.396 -1.162 1.611
C -0.206 -0.793 2.823
C -0.464 -1.739 3.791
C -0.145 -3.072 3.571
C 0.416 -3.452 2.359
C 0.667 -2.511 1.382
C 1.804 -0.541 -0.814
C 3.061 -0.803 -0.259
C 4.178 -0.952 -1.060
C 4.093 -0.733 -2.420
C 2.849 -0.454 -3.027
C 2.750 -0.192 -4.406
C 1.524 0.093 -4.978
C 0.363 0.011 -4.232
C 0.394 -0.354 -2.874
C 1.669 -0.443 -2.230
H 3.140 4.391 3.012
H 3.545 2.078 3.771
H 2.399 0.197 2.683
H 0.487 2.910 -0.013
H 1.632 4.809 1.097
H -0.455 0.247 2.982
H -0.928 -1.441 4.723
H -0.337 -3.811 4.337
H 0.662 -4.492 2.185
H 1.103 -2.803 0.435
H 3.149 -0.906 0.812
H 5.134 -1.207 -0.612
H 4.981 -0.788 -3.041
H 3.652 -0.197 -5.010
H 1.463 0.331 -6.035
H -0.595 0.163 -4.710
F -1.973 2.077 -1.921
As -2.772 3.026 -3.164
F -2.415 1.804 -4.385
F -4.312 2.226 -2.877
F -3.533 4.013 -4.458
F -3.197 4.280 -2.025
F -1.238 3.827 -3.502
C -0.802 -0.743 -2.190
H -1.697 -0.756 -2.822
H -0.660 -1.648 -1.586
*
```

Values from the calculation:
Energy above the lowest of the compared OMol25 structures with the same formula, charge and spin: 11.9 kcal per mole
Calculated total energy: -6008.39717 Eh
Highest occupied orbital energy (alpha / beta): -0.202 / -0.876 eV
Orbital gap (alpha / beta): 0.170 / 0.195 hartree

Here are the Mulliken charges for atoms 1 to 2, given in e: atom 1 (Ni): 0.403, atom 2 (O): -0.838

***

Entry 8:
A molecular structure, C29H22BBrF4N8O11Y. Source: the Open Molecules 2025 dataset; level of theory: wB97M-V/def2-TZVPD.

```
! wB97M-V def2-TZVPD RIJCOSX def2/J DEFGRID3
* xyz -1 1
Y 1.011 -0.191 -1.244
Br -6.710 -1.767 3.913
C -5.652 -0.193 3.956
C -5.394 0.418 5.171
C -4.626 1.572 5.195
C -4.096 2.082 4.018
C -4.385 1.473 2.801
C -5.163 0.328 2.769
N -3.381 3.328 4.106
N -2.284 3.500 3.556
C -1.574 2.442 2.917
C -1.391 1.193 3.465
C -0.650 0.203 2.816
C -0.092 0.423 1.563
O 0.575 -0.468 0.904
C -0.250 1.742 0.999
N 0.313 1.950 -0.224
C 0.267 3.149 -0.754
C -0.362 4.233 -0.119
C -0.982 4.035 1.083
C -0.941 2.758 1.686
H -5.796 0.003 6.085
H -4.423 2.081 6.128
H -3.983 1.872 1.879
H -5.365 -0.167 1.829
H -1.823 0.961 4.430
H -0.519 -0.768 3.273
H 0.735 3.275 -1.723
H -0.356 5.203 -0.596
H -1.492 4.842 1.592
C 5.895 -1.450 -1.952
C 5.579 -2.176 -0.650
C 4.815 -1.305 0.367
C 4.466 -2.126 1.622
C 3.650 -1.344 2.645
C 5.707 -0.147 0.778
O 6.781 -0.318 1.317
N 5.236 1.111 0.520
C 4.027 1.455 -0.104
O 3.762 2.627 -0.263
N 3.209 0.430 -0.484
C 3.527 -0.847 -0.278
O 2.701 -1.717 -0.648
H 6.444 -2.103 -2.632
H 6.512 -0.565 -1.778
H 4.985 -1.140 -2.469
H 6.494 -2.513 -0.161
H 4.959 -3.051 -0.851
H 5.408 -2.469 2.055
H 3.909 -3.001 1.287
H 4.191 -0.461 2.995
H 3.435 -1.961 3.518
H 2.693 -1.023 2.226
H 5.821 1.888 0.792
F 2.664 -2.319 -4.187
B 1.725 -1.370 -3.932
F 0.764 -1.835 -2.927
F 1.028 -0.942 -5.034
F 2.314 -0.232 -3.244
O -5.514 -2.732 -5.263
N -4.639 -1.916 -5.488
O -4.458 -1.382 -6.565
C -3.768 -1.541 -4.384
C -3.969 -2.113 -3.128
C -3.157 -1.735 -2.103
C -2.033 -0.849 -2.233
O -1.240 -0.656 -1.279
C -1.950 -0.256 -3.540
C -2.786 -0.602 -4.586
N -1.015 0.815 -3.810
O -1.163 1.483 -4.803
O -0.122 1.064 -2.991
N -3.466 -2.272 -0.772
O -3.522 -1.480 0.144
O -3.688 -3.464 -0.685
H -4.758 -2.833 -2.967
H -2.661 -0.138 -5.552
*
```

Values from the calculation:
Energy above the lowest of the compared OMol25 structures with the same formula, charge and spin: 1.9 kcal per mole
Calculated total energy: -5421.06073 Eh
Highest occupied orbital energy: -5.552 eV
Orbital gap: 0.238 hartree

Here are the Mulliken charges for atoms 1 to 2, given in e: atom 1 (Y): 0.749, atom 2 (Br): -0.208